1.
{
  "formula": "C2H8N4S",
  "method": "ωB97M-V/def2-TZVPD",
  "orbital_gap_ha": 0.3269,
  "total_charge": 0,
  "smiles": "CN/C(=N/S)NN",
  "e_above_lowest_kj_mol": 106.0,
  "total_energy_ha": -698.1283,
  "symbols": ["C", "C", "H", "H", "H", "H", "H", "H", "H", "H", "N", "N", "N", "N", "S"],
  "positions_angstrom": [[-2.22754, -0.83597, -0.01057], [-0.06038, 0.20406, -0.01796], [-2.05865, -1.48220, -0.91786], [-1.94460, -1.47590, 0.83533], [-3.24844, -0.65619, -0.04044], [-1.75245, 1.06311, 0.49892], [0.21093, 2.24033, -0.63678], [2.60698, 0.82002, -0.45343], [2.35923, 1.45666, 1.07822], [2.14092, -2.56635, -0.29640], [-1.39402, 0.32153, -0.01820], [0.57396, 1.46610, -0.14059], [2.05820, 1.66432, 0.03762], [0.49887, -0.96902, 0.11445], [2.23699, -1.25050, -0.03232]],
  "forces_ev_per_a": [[2.12, -2.67, -0.76], [3.26, -0.05, -0.19], [0.19, 0.74, 0.74], [-0.41, -0.03, -0.03], [-1.81, 0.97, 0.32], [-0.44, 1.54, 0.79], [-0.64, 0.24, -0.50], [-1.85, 2.66, 0.86], [-1.42, 0.70, -2.35], [-0.23, 0.18, 0.05], [-1.17, -0.51, -1.14], [3.02, -1.46, 1.47], [0.42, -3.04, 0.88], [0.20, 0.73, -0.15], [-1.26, 0.01, 0.01]]
}

=====

2.
{
  "formula": "C2H8NO",
  "method": "ωB97M-V/def2-TZVPD",
  "orbital_gap_ha": 0.2504,
  "total_charge": -1,
  "e_above_lowest_kj_mol": 77.8,
  "total_energy_ha": -210.9546,
  "symbols": ["O", "H", "C", "N", "C", "H", "H", "H", "H", "H", "H", "H"],
  "positions_angstrom": [[0.17012, -1.89330, 1.51995], [-0.31023, -2.39295, 2.19829], [-0.57917, 1.43249, 0.21909], [-0.44305, 0.24498, -0.63369], [0.80018, 0.32005, -1.37057], [0.00126, 1.35973, 1.14455], [-1.63558, 1.60723, 0.44863], [-0.25646, 2.30320, -0.36262], [-0.59834, -0.53343, 0.01173], [1.71463, 0.17011, -0.75853], [0.93065, -0.54600, -2.02820], [0.80466, 1.27962, -1.87740]],
  "forces_ev_per_a": [[-0.29, 0.09, -0.01], [0.14, 0.18, -0.24], [-0.25, -0.13, -0.67], [-0.78, 1.18, 0.36], [0.42, -1.62, 0.96], [0.03, 0.06, 0.05], [0.09, -0.13, 0.23], [0.08, 0.10, 0.18], [0.98, -0.73, -0.22], [-0.19, 0.71, 0.26], [-0.55, 0.33, -0.51], [0.32, -0.05, -0.39]]
}

=====

3.
{
  "formula": "C2H8NO",
  "method": "ωB97M-V/def2-TZVPD",
  "orbital_gap_ha": [0.3566, 0.1936],
  "multiplicity": 2,
  "total_charge": 0,
  "s2": 0.759,
  "e_above_lowest_kj_mol": 222.6,
  "total_energy_ha": -210.8454,
  "symbols": ["O", "H", "C", "N", "C", "H", "H", "H", "H", "H", "H", "H"],
  "positions_angstrom": [[-1.20456, -2.51506, 0.01882], [-0.85173, -3.22615, 0.56564], [-0.54544, 1.28198, -0.72443], [-0.29610, 0.07174, 0.07638], [1.03456, 0.11366, 0.61818], [0.18523, 1.36061, -1.61128], [-1.62581, 1.33151, -1.20766], [-0.38153, 2.11512, -0.07014], [-0.67004, -0.91307, 0.19726], [1.76937, 0.41445, -0.18063], [1.31761, -0.91680, 0.91649], [1.26843, 0.88199, 1.40137]],
  "forces_ev_per_a": [[-0.20, 0.35, -0.15], [0.25, -0.27, 0.15], [-1.73, -1.78, -2.21], [0.65, -0.05, 0.81], [1.47, -0.05, -0.62], [-0.84, -0.15, 1.21], [2.17, -0.20, 1.28], [-0.07, 0.67, 0.22], [-0.56, 1.78, -1.17], [-0.41, -0.41, 0.34], [-0.02, 0.79, 0.27], [-0.73, -0.69, -0.12]]
}

=====

4.
{
  "formula": "C2H8NO",
  "method": "ωB97M-V/def2-TZVPD",
  "orbital_gap_ha": [0.3828, 0.3348],
  "multiplicity": 2,
  "total_charge": 0,
  "s2": 0.784,
  "e_above_lowest_kj_mol": 145.4,
  "total_energy_ha": -210.8749,
  "symbols": ["C", "C", "N", "H", "H", "H", "H", "H", "H", "H", "H", "O"],
  "positions_angstrom": [[-2.28545, -1.75603, 2.04693], [-1.35330, -2.04728, 1.06773], [-2.18398, -0.79224, 2.97927], [-3.12404, -2.32446, 2.02131], [-1.51144, -2.82990, 0.33829], [-0.41297, -1.49378, 0.98312], [-0.53691, -0.16879, 3.07005], [-2.94358, -0.64096, 3.50215], [20.67028, 17.80102, -37.71854], [21.33398, 17.59874, -37.45573], [0.82548, 0.52799, 3.45179], [0.35244, -0.01304, 2.78309]],
  "forces_ev_per_a": [[1.58, 2.37, 1.22], [1.10, 0.62, 0.06], [4.16, -1.54, -3.91], [-2.80, -1.71, -0.01], [-0.26, -0.03, 0.17], [-0.39, -0.10, 0.19], [-1.40, -0.05, 0.55], [-3.86, 0.19, 2.36], [0.02, -0.01, 0.01], [-0.02, 0.01, -0.01], [-0.69, -0.63, -0.68], [2.55, 0.88, 0.05]]
}

=====

5.
{
  "formula": "C2H8NO",
  "method": "ωB97M-V/def2-TZVPD",
  "orbital_gap_ha": 0.4406,
  "total_charge": 1,
  "e_above_lowest_kj_mol": 11.9,
  "total_energy_ha": -210.7486,
  "symbols": ["O", "H", "H", "H", "C", "C", "N", "H", "H", "H", "H", "H"],
  "positions_angstrom": [[-1.23826, 2.19605, -0.20859], [-0.56957, 2.75357, 0.20537], [-2.08167, 2.64290, -0.06826], [1.08137, -2.55351, -0.36953], [1.52873, -1.67487, 0.08751], [0.68343, -0.48295, 0.04732], [-0.59171, -0.46899, 0.02647], [2.48503, -1.43721, -0.39292], [1.74090, -1.92080, 1.13880], [1.18605, 0.48553, 0.04652], [-1.09707, -1.33930, -0.08619], [-1.06985, 0.44832, -0.01742]],
  "forces_ev_per_a": [[0.06, -0.17, 0.12], [-0.13, 0.15, -0.03], [0.03, 0.03, -0.04], [-0.13, -0.01, -0.04], [0.47, -0.23, -0.08], [0.18, 0.31, 0.11], [0.25, 0.00, -0.41], [-0.18, -0.21, 0.13], [0.02, 0.15, -0.12], [-0.25, -0.06, 0.15], [-0.21, 0.01, 0.21], [-0.13, 0.02, 0.01]]
}

=====

6.
{
  "formula": "C2H8NO",
  "method": "ωB97M-V/def2-TZVPD",
  "orbital_gap_ha": 0.3953,
  "total_charge": 1,
  "e_above_lowest_kj_mol": 55.6,
  "total_energy_ha": -210.7319,
  "symbols": ["N", "H", "H", "H", "H", "O", "C", "C", "H", "H", "H", "H"],
  "positions_angstrom": [[1.06903, 0.56806, 2.11399], [1.92356, 1.11169, 2.17523], [0.55233, 0.66659, 1.18551], [1.17553, -0.43029, 2.26535], [0.36531, 1.02268, 2.70755], [0.56509, 0.10185, -0.40063], [-0.19112, -0.62524, -1.02479], [-1.58690, -0.23051, -1.40852], [0.13376, -1.65241, -1.18714], [-1.57494, 0.86375, -1.45339], [-2.16927, -0.52376, -0.53970], [-1.89485, -0.76945, -2.30026]],
  "forces_ev_per_a": [[-2.13, 1.04, -0.62], [0.29, -0.18, -0.30], [1.44, -0.16, -0.11], [0.20, 0.02, 0.42], [0.45, -0.56, 0.76], [-0.20, -0.04, -0.11], [-0.36, 0.13, 0.48], [1.43, 0.28, 0.29], [0.09, -0.32, -0.44], [-0.42, -0.25, -0.39], [-0.49, -0.20, 0.00], [-0.29, 0.26, 0.01]]
}